The following is a DFT calculation (wB97M-V/def2-TZVPD) of the molecule C4H12N3O2P.

Values from the calculation:
E_HOMO (alpha / beta): -9.11 / -7.49 eV
Kohn-Sham gap (alpha / beta): 0.3657 / 0.2484 Eh
total charge: 0
relative energy (zero: lowest compared OMol25 entry of this formula, charge and spin): 109.1 kcal/mol

Atoms and positions in Å:
1 C -2.583 0.438 1.180
2 C -1.993 1.265 0.074
3 C 2.057 0.337 -1.020
4 C 1.248 0.922 1.319
5 N -0.313 -1.653 -1.444
6 N 0.624 -2.608 -1.634
7 N 1.311 -0.022 0.204
8 O -0.728 -1.250 1.188
9 O -1.196 0.366 -0.708
10 P -0.185 -0.720 -0.110
11 H -2.784 -0.572 0.988
12 H -2.721 0.822 2.246
13 H -2.712 1.696 -0.545
14 H -1.272 2.072 0.339
15 H 2.277 -0.554 -1.575
16 H 1.454 1.086 -1.673
17 H 3.020 0.840 -0.820
18 H 2.128 1.258 1.742
19 H 0.584 1.923 1.226
20 H 0.527 0.468 1.981
21 H 1.118 -2.785 -0.801
22 H 0.139 -3.329 -2.157

The following is a DFT calculation (wB97M-V/def2-TZVPD) of a cluster of 9 separate species, C14H47NO9 in total.

Values from the calculation:
E_HOMO: -9.12 eV
Kohn-Sham gap: 0.3455 Eh
total charge: 0
relative energy (zero: lowest compared OMol25 entry of this formula, charge and spin): 0.0 kcal/mol

Atoms and positions in Å:
1 C 0.047 -1.854 -4.079
2 C -0.577 -0.694 -4.838
3 O 0.038 0.550 -4.490
4 H -0.414 -2.801 -4.358
5 H -0.090 -1.688 -3.009
6 H 1.116 -1.938 -4.291
7 H -1.619 -0.626 -4.527
8 H -0.516 -0.854 -5.917
9 H 0.988 0.513 -4.644
10 C -1.609 0.565 5.502
11 C -0.166 0.157 5.368
12 O 0.493 0.825 4.302
13 H -1.732 1.641 5.622
14 H -2.069 0.104 6.383
15 H -2.183 0.232 4.634
16 H -0.107 -0.931 5.229
17 H 0.400 0.392 6.269
18 H 0.042 0.691 3.449
19 C 4.105 0.818 1.662
20 C 3.379 0.218 2.844
21 O 3.216 1.183 3.875
22 H 4.346 0.041 0.926
23 H 5.027 1.314 1.952
24 H 3.462 1.533 1.142
25 H 3.958 -0.631 3.235
26 H 2.396 -0.153 2.530
27 H 2.285 1.170 4.155
28 C 1.299 -3.374 -0.406
29 C 1.782 -3.063 1.006
30 O 0.926 -3.611 2.022
31 H 1.550 -4.388 -0.713
32 H 1.717 -2.658 -1.119
33 H 0.210 -3.279 -0.490
34 H 1.898 -2.004 1.216
35 H 2.770 -3.524 1.143
36 H 1.034 -4.566 2.038
37 C -3.625 -1.601 -1.199
38 C -4.532 -0.445 -0.908
39 O -4.017 0.728 -1.544
40 H -4.103 -2.543 -0.922
41 H -2.702 -1.528 -0.617
42 H -3.365 -1.641 -2.256
43 H -4.603 -0.295 0.176
44 H -5.547 -0.662 -1.259
45 H -4.741 1.328 -1.738
46 C 1.072 0.659 -0.449
47 C -0.440 0.505 -0.544
48 C -1.168 0.929 0.707
49 O -0.657 0.269 1.862
50 C -1.175 -1.055 2.025
51 N -0.968 1.305 -1.659
52 H 1.548 0.228 -1.332
53 H 1.450 0.178 0.450
54 H 1.325 1.721 -0.440
55 H -0.687 -0.553 -0.744
56 H -2.238 0.702 0.612
57 H -1.071 2.003 0.875
58 H -0.963 -1.659 1.145
59 H -2.227 -1.024 2.322
60 H -0.618 -1.484 2.861
61 H -1.973 1.223 -1.733
62 H -0.537 1.074 -2.548
63 O 0.061 3.427 -5.043
64 H -0.595 4.048 -5.374
65 H -0.391 2.574 -4.971
66 O 3.495 3.629 -1.517
67 H 2.559 3.546 -1.753
68 H 3.528 4.430 -0.986
69 O 0.357 3.832 -2.148
70 H 0.227 3.838 -3.111
71 H -0.081 3.001 -1.862

The following is a DFT calculation (wB97M-V/def2-TZVPD) of a cluster of 2 separate species, C4H13N2O in total.

Values from the calculation:
spin multiplicity: 2
E_HOMO (alpha / beta): -19.09 / -19.08 eV
Kohn-Sham gap (alpha / beta): 0.3517 / 0.1733 Eh
total charge: +2
relative energy (zero: lowest compared OMol25 entry of this formula, charge and spin): 93.5 kcal/mol

Atoms and positions in Å:
1 C -2.584 0.117 0.852
2 C -2.167 1.235 -0.170
3 C -1.056 0.752 -1.143
4 N 0.209 1.076 -0.511
5 C 0.909 0.090 0.011
6 N 2.047 0.320 0.743
7 H -1.852 -0.659 0.530
8 H -2.238 0.351 1.852
9 H -3.542 -0.320 0.927
10 H -2.940 1.485 -0.848
11 H -2.009 2.038 0.531
12 H -1.014 -0.266 -1.257
13 H -1.098 1.225 -2.213
14 H 0.255 2.060 -0.389
15 H 0.496 -0.953 -0.092
16 H 2.667 -0.555 0.869
17 H 2.505 1.275 0.755
18 H 2.067 -3.187 0.894
19 H 2.326 -3.505 -0.602
20 O 2.246 -2.741 0.016

Quick rundown of maximum force, same order as above: 4.66 1.20 3.89 eV Å⁻¹